1.
{
  "formula": "C47H53MnN3O6",
  "method": "ωB97M-V with the def2-TZVPD basis set",
  "species": ["Mn", "C", "C", "C", "O", "C", "C", "O", "C", "O", "C", "C", "C", "C", "C", "C", "C", "C", "C", "C", "C", "C", "C", "O", "C", "C", "C", "C", "C", "C", "C", "C", "C", "C", "C", "C", "H", "H", "H", "H", "H", "H", "H", "H", "H", "H", "H", "H", "H", "H", "H", "H", "H", "H", "H", "H", "H", "H", "H", "H", "H", "H", "H", "H", "O", "C", "C", "C", "C", "C", "C", "N", "H", "H", "H", "H", "H", "H", "H", "H", "H", "H", "H", "C", "C", "N", "C", "C", "C", "O", "C", "C", "C", "C", "N", "C", "H", "H", "H", "H", "H", "H", "H", "H", "H", "H", "H", "H", "H", "H"],
  "positions_angstrom": [[-8.926, -2.978, 20.030], [-9.302, -5.105, 26.352], [-9.056, -5.785, 25.004], [-9.056, -7.290, 25.304], [-7.784, -5.399, 24.376], [-8.017, -4.950, 22.995], [-9.473, -5.453, 22.745], [-10.086, -5.387, 24.063], [-10.457, -5.020, 21.596], [-9.769, -4.671, 20.463], [-11.522, -3.948, 22.051], [-12.717, -4.369, 22.678], [-13.733, -3.463, 22.967], [-13.625, -2.110, 22.707], [-12.433, -1.678, 22.137], [-11.384, -2.552, 21.869], [-11.247, -6.322, 21.150], [-11.582, -6.489, 19.793], [-12.156, -7.674, 19.354], [-12.413, -8.709, 20.228], [-12.132, -8.547, 21.580], [-11.534, -7.384, 22.040], [-7.362, -3.477, 22.744], [-7.883, -2.768, 21.675], [-7.555, -2.609, 24.037], [-6.500, -2.065, 24.795], [-6.757, -1.101, 25.780], [-8.059, -0.712, 26.072], [-9.106, -1.343, 25.392], [-8.865, -2.311, 24.427], [-5.825, -3.800, 22.458], [-5.013, -4.361, 23.452], [-3.652, -4.569, 23.203], [-3.104, -4.373, 21.937], [-3.925, -3.855, 20.936], [-5.259, -3.630, 21.176], [-8.447, -5.306, 27.020], [-10.200, -5.543, 26.817], [-9.470, -4.031, 26.231], [-8.288, -7.475, 26.073], [-8.805, -7.921, 24.442], [-10.011, -7.654, 25.682], [-7.332, -5.531, 22.337], [-9.347, -6.531, 22.513], [-12.836, -5.427, 22.958], [-14.629, -3.838, 23.460], [-14.447, -1.434, 22.927], [-12.306, -0.623, 21.903], [-10.420, -2.108, 21.566], [-11.412, -5.662, 19.089], [-12.355, -7.820, 18.285], [-12.785, -9.678, 19.896], [-12.331, -9.364, 22.268], [-11.294, -7.212, 23.103], [-5.456, -2.349, 24.616], [-5.921, -0.658, 26.326], [-8.252, 0.068, 26.826], [-10.121, -1.009, 25.572], [-9.706, -2.839, 23.962], [-5.434, -4.603, 24.430], [-3.007, -4.915, 24.023], [-2.041, -4.576, 21.723], [-3.532, -3.659, 19.945], [-5.911, -3.264, 20.377], [-8.707, -0.916, 19.457], [-8.350, 0.227, 19.848], [-7.270, 1.009, 19.138], [-5.960, 1.132, 19.965], [-6.091, 1.511, 21.459], [-6.827, 0.513, 22.355], [-8.378, 0.583, 22.263], [-8.887, 0.908, 20.937], [-7.644, 2.012, 18.889], [-7.058, 0.481, 18.188], [-5.304, 1.859, 19.459], [-5.393, 0.186, 19.904], [-6.488, 2.537, 21.558], [-5.058, 1.555, 21.842], [-6.570, 0.702, 23.409], [-6.445, -0.500, 22.185], [-8.762, 1.325, 22.976], [-8.824, -0.384, 22.564], [-8.877, 1.913, 20.798], [-8.910, 0.883, 12.708], [-9.669, 1.001, 14.034], [-9.406, -0.088, 14.938], [-8.096, -0.090, 15.586], [-7.067, -1.010, 14.949], [-10.299, -1.143, 14.956], [-11.279, -1.169, 14.207], [-9.981, -2.342, 15.870], [-9.849, -3.629, 15.322], [-9.464, -4.683, 16.143], [-9.348, -4.452, 17.529], [-9.481, -3.212, 18.042], [-9.848, -2.189, 17.245], [-9.282, 1.666, 12.043], [-9.082, -0.092, 12.221], [-7.830, 1.040, 12.848], [-10.751, 1.018, 13.866], [-9.379, 1.946, 14.512], [-8.247, -0.335, 16.643], [-7.732, 0.936, 15.537], [-7.341, -2.073, 15.043], [-6.097, -0.904, 15.419], [-6.946, -0.798, 13.864], [-10.062, -3.767, 14.261], [-9.284, -5.684, 15.754], [-9.102, -5.240, 18.225], [-10.030, -1.242, 17.744]],
  "atomic_forces_ev_per_a": [[0.4, -0.2, 1.5], [0.0, 0.3, -0.2], [-0.2, 0.1, -0.5], [0.7, -0.4, -0.5], [-1.3, 0.2, -0.4], [0.9, -0.1, -0.5], [-0.1, -0.5, 0.6], [1.0, -0.2, 0.0], [-0.8, -0.4, -0.2], [0.1, 0.4, 0.3], [-0.2, 0.1, 0.5], [0.5, 0.0, -0.3], [-0.3, -0.6, 0.6], [0.4, -0.2, -0.5], [0.0, 0.6, 0.1], [0.3, -0.8, -0.2], [0.0, -0.4, 0.3], [0.0, 0.6, 0.5], [0.1, 0.0, -0.8], [0.0, -0.5, 0.5], [0.2, -0.2, 0.2], [0.1, 1.2, -0.1], [0.2, -0.2, 0.5], [0.1, -0.2, 0.3], [0.7, -0.4, 0.0], [-0.2, 0.3, -0.3], [0.1, -0.2, 0.1], [0.0, 0.1, -0.1], [0.1, 0.4, 0.1], [0.1, 0.1, -0.3], [-0.6, -0.3, 0.1], [0.2, 0.3, -0.2], [0.2, -0.6, 0.3], [0.2, 0.4, 0.1], [0.5, -0.6, -0.1], [-1.3, 0.7, 0.7], [-0.3, 0.2, -0.3], [0.3, 0.1, -0.2], [0.2, -0.2, 0.1], [-0.3, 0.0, -0.3], [0.0, 0.3, 0.0], [-0.1, 0.3, 0.1], [-0.8, -0.2, 0.5], [0.4, 0.5, 0.2], [0.0, 0.7, -0.3], [0.1, 0.0, -0.1], [0.2, 0.0, -0.1], [0.1, -0.1, 0.1], [-0.5, -0.3, 0.0], [0.0, -0.5, 0.4], [0.0, 0.2, 0.4], [-0.1, 0.4, -0.1], [0.0, 0.1, 0.0], [-0.2, -0.4, -0.6], [-0.6, 0.3, -0.1], [-0.2, -0.1, -0.1], [0.0, -0.5, -0.5], [-0.1, -0.2, 0.2], [0.3, 0.4, 0.0], [0.2, 0.2, -0.3], [-0.3, 0.0, -0.4], [-0.6, 0.2, 0.3], [0.1, -0.1, 0.0], [0.3, 0.0, 0.3], [1.0, 2.6, 1.3], [-0.4, -0.7, -0.5], [0.2, -0.6, -0.9], [0.2, -0.3, 0.2], [0.5, 0.2, -0.2], [-0.5, 0.2, 0.4], [0.1, -1.4, 1.1], [-0.4, 0.0, -0.7], [0.0, -0.2, 0.1], [0.0, 0.4, 0.4], [-0.4, -0.1, 0.1], [-0.4, 0.1, 0.1], [0.0, -0.3, 0.0], [-0.3, 0.1, -0.2], [-0.1, 0.1, -0.3], [-0.3, 0.0, -0.3], [0.0, -0.1, -0.4], [0.4, 0.4, 0.0], [0.4, -0.2, -0.2], [-0.2, 0.0, -0.1], [-0.3, 0.4, -0.6], [-0.3, -0.9, 0.5], [-0.2, -0.3, 0.3], [-0.1, -0.6, -0.8], [-0.1, -0.1, -0.8], [0.9, -0.2, 0.9], [-0.3, 0.5, -0.1], [0.1, 0.4, 0.1], [-0.4, 0.1, 0.7], [0.3, 0.8, -1.2], [-0.6, -0.4, -1.2], [0.4, -0.7, -0.4], [0.1, -0.1, -0.1], [0.1, 0.4, 0.3], [-0.3, -0.1, -0.1], [0.3, 0.1, -0.1], [-0.1, -0.2, 0.1], [0.3, 0.0, -0.2], [0.0, 0.0, 0.1], [0.0, 0.4, 0.0], [0.2, 0.2, 0.2], [-0.1, -0.1, 0.7], [0.3, 0.0, 0.2], [-0.2, 0.3, 0.1], [0.0, 0.0, 0.2], [0.2, -0.1, -0.2]],
  "de_lowest_kcal_mol": 0.0,
  "spin_multiplicity": 6,
  "e_lumo_ha": [-0.0016, -0.0063],
  "energy_ev": -97674.972,
  "max_force_ha_per_bohr": 0.0606
}



2.
{
  "formula": "C47H54CaN8P2Si2Te",
  "method": "ωB97M-V with the def2-TZVPD basis set",
  "species": ["Ca", "C", "Si", "C", "C", "N", "P", "C", "P", "N", "Si", "C", "C", "C", "C", "C", "C", "C", "C", "C", "C", "C", "C", "C", "C", "C", "C", "C", "C", "C", "C", "C", "C", "C", "C", "C", "C", "C", "H", "H", "H", "H", "H", "H", "H", "H", "H", "H", "H", "H", "H", "H", "H", "H", "H", "H", "H", "H", "H", "H", "H", "H", "H", "H", "H", "H", "H", "H", "H", "H", "H", "H", "H", "H", "H", "H", "N", "C", "N", "C", "N", "N", "C", "N", "C", "C", "C", "C", "C", "N", "H", "H", "H", "H", "H", "H", "H", "H", "C", "Te", "C", "C", "C", "C", "C", "C", "C", "H", "H", "H", "H", "H", "H", "H", "H"],
  "positions_angstrom": [[13.046, 16.263, 11.793], [14.106, 17.228, 16.973], [12.977, 16.768, 15.536], [11.579, 15.545, 15.992], [12.264, 18.501, 15.100], [13.863, 16.223, 14.053], [15.388, 16.230, 13.453], [15.384, 16.478, 11.862], [15.492, 16.620, 10.214], [14.026, 16.445, 9.565], [13.175, 16.314, 8.059], [12.671, 18.041, 7.594], [11.645, 15.344, 8.419], [14.077, 15.420, 6.672], [16.630, 15.379, 9.502], [16.265, 14.088, 9.177], [17.141, 13.131, 8.719], [18.546, 13.444, 8.586], [18.946, 14.721, 9.055], [18.000, 15.636, 9.430], [16.227, 18.257, 9.638], [16.304, 18.612, 8.239], [16.851, 19.771, 7.817], [17.350, 20.686, 8.814], [17.334, 20.354, 10.121], [16.858, 19.079, 10.562], [16.547, 17.443, 14.321], [17.714, 17.093, 14.967], [18.501, 18.075, 15.570], [18.140, 19.406, 15.514], [16.984, 19.772, 14.803], [16.235, 18.782, 14.235], [16.096, 14.648, 14.106], [17.088, 13.972, 13.376], [17.591, 12.778, 13.891], [17.154, 12.272, 15.091], [16.223, 12.981, 15.816], [15.698, 14.170, 15.359], [13.510, 17.757, 17.700], [14.914, 17.874, 16.591], [14.621, 16.384, 17.446], [11.145, 15.832, 16.955], [11.839, 14.500, 16.097], [10.794, 15.646, 15.222], [11.426, 18.500, 14.371], [13.146, 19.129, 14.763], [12.001, 18.888, 16.046], [11.595, 18.167, 7.618], [13.134, 18.298, 6.639], [13.183, 18.653, 8.425], [10.906, 15.800, 9.070], [11.896, 14.324, 8.768], [11.149, 15.208, 7.449], [14.501, 14.453, 6.981], [14.895, 15.947, 6.245], [13.370, 15.345, 5.840], [15.272, 13.709, 9.259], [16.826, 12.137, 8.484], [19.278, 12.731, 8.051], [19.951, 14.995, 8.937], [18.356, 16.661, 9.691], [15.824, 17.891, 7.492], [16.937, 20.150, 6.824], [17.781, 21.635, 8.464], [17.702, 21.076, 10.814], [16.818, 18.731, 11.598], [17.936, 16.042, 15.074], [19.310, 17.793, 16.242], [18.613, 20.196, 16.056], [16.700, 20.750, 14.647], [15.307, 19.079, 13.712], [17.423, 14.321, 12.412], [18.408, 12.284, 13.308], [17.625, 11.346, 15.557], [15.927, 12.676, 16.823], [14.875, 14.589, 15.895], [9.803, 14.562, 11.443], [9.488, 15.844, 11.757], [8.232, 16.147, 12.022], [7.978, 17.470, 12.137], [6.668, 17.719, 12.261], [8.882, 18.429, 12.108], [10.144, 17.974, 11.991], [10.492, 16.730, 11.821], [11.132, 19.077, 11.808], [10.634, 20.384, 11.730], [11.579, 21.481, 11.636], [12.894, 21.123, 11.421], [13.266, 19.771, 11.388], [12.408, 18.797, 11.635], [9.196, 13.799, 11.434], [10.778, 14.301, 11.486], [6.005, 17.017, 12.054], [6.370, 18.659, 12.110], [9.610, 20.637, 11.859], [11.168, 22.456, 11.639], [13.666, 21.880, 11.236], [14.363, 19.575, 11.450], [12.543, 12.282, 13.685], [13.586, 13.146, 12.058], [12.511, 11.646, 10.858], [12.118, 10.646, 11.944], [11.727, 9.375, 11.494], [11.343, 8.406, 12.416], [11.300, 8.701, 13.782], [11.634, 9.944, 14.207], [12.061, 10.919, 13.251], [11.688, 12.893, 14.057], [13.369, 12.194, 14.393], [13.247, 11.261, 10.165], [11.613, 12.009, 10.329], [11.786, 9.054, 10.450], [11.085, 7.397, 12.136], [10.862, 8.003, 14.447], [11.603, 10.239, 15.285]],
  "atomic_forces_ev_per_a": [[-0.5, 0.7, -0.3], [0.5, -0.6, -0.5], [1.4, 0.0, -2.4], [0.0, 0.8, -0.2], [1.1, -0.8, -1.0], [-0.7, 0.5, 1.4], [0.0, 0.1, 2.0], [0.9, 0.2, -1.4], [-0.7, 0.1, 0.0], [0.0, -0.3, -0.5], [1.2, 0.2, 1.7], [1.3, 0.6, 1.0], [-0.4, -1.0, -0.6], [-0.5, -0.3, 0.3], [1.0, 0.1, 0.1], [-0.4, -0.8, -0.1], [3.2, 0.6, -0.3], [-0.9, -0.2, -0.1], [-1.0, -2.2, -1.5], [0.0, 2.0, 0.8], [1.0, -0.3, -0.7], [-1.8, -2.5, 0.0], [1.0, 2.0, 1.7], [-0.2, -0.4, -2.1], [-0.1, -1.1, 1.2], [-0.9, 0.4, -0.7], [-0.7, -0.8, -0.5], [0.0, -0.1, 0.3], [0.1, 0.0, 0.8], [-1.2, 0.3, -0.6], [1.5, -2.1, 0.4], [-1.6, 0.6, -0.8], [0.4, 0.5, -0.7], [-0.7, -0.4, 1.0], [1.3, -0.1, -1.4], [1.1, -1.5, 1.1], [-0.3, 0.1, 1.2], [0.0, -0.6, -1.3], [-0.1, 0.2, 0.5], [-0.4, 0.0, 0.1], [-0.2, 0.1, 0.1], [-0.1, 0.2, -0.1], [0.3, -0.2, -0.2], [0.2, -0.1, 0.3], [0.6, 0.2, 0.6], [-1.1, -0.7, 0.0], [-0.9, 0.8, 1.0], [-0.1, 0.3, -0.2], [-0.4, 0.4, 0.0], [-1.0, -0.6, -1.3], [0.1, 0.1, 0.3], [-0.2, 0.4, 0.0], [-0.1, -0.1, 0.1], [-0.5, 0.1, -0.2], [0.9, 0.8, -0.2], [-0.1, -0.5, 0.0], [-1.0, 0.4, 0.2], [-0.4, -0.4, -0.2], [-1.3, 1.2, 1.2], [1.3, 0.5, 0.1], [-0.3, -0.9, -0.2], [0.8, 1.0, 1.0], [-0.2, -0.4, -0.8], [-0.3, -0.4, 0.3], [0.3, 0.2, 0.6], [0.3, 0.4, -0.1], [0.3, 0.0, 0.1], [0.1, -0.1, -0.4], [0.8, 0.1, 0.3], [-0.5, 2.1, 0.0], [0.5, -0.3, 0.2], [0.0, 0.3, -0.1], [-0.9, 0.2, 0.6], [-0.7, 1.3, -0.9], [0.1, -0.3, -0.3], [-0.1, 0.6, 0.2], [1.8, 1.2, 0.1], [-0.9, -1.0, 0.8], [0.2, -0.1, -0.5], [-0.3, -2.0, -0.2], [0.1, 1.6, 0.2], [0.4, -0.1, 0.3], [-1.2, 1.6, -0.7], [1.4, -0.6, -0.2], [-1.1, 1.3, -0.3], [2.4, 1.5, 0.6], [-1.3, -3.4, -0.6], [0.3, 0.6, -0.4], [0.9, 0.8, 1.4], [0.9, -1.0, 0.0], [-1.5, -0.7, 0.2], [0.0, 0.1, -0.1], [-0.2, -0.8, -0.1], [-0.1, 0.4, 0.1], [-0.6, -0.2, 0.0], [0.1, 1.0, 0.1], [-0.3, -0.3, 0.2], [-1.1, -0.4, -0.7], [-0.4, 0.2, 0.6], [-0.5, -0.2, -0.9], [0.0, 0.6, 1.3], [-0.4, -1.3, -3.3], [0.0, -1.4, 0.5], [0.2, 0.4, -0.1], [-0.5, 0.2, -0.8], [0.6, 1.9, 0.4], [0.3, 0.5, 2.5], [0.9, -0.2, -0.1], [-0.5, 0.1, 0.5], [-0.1, -0.2, -0.2], [0.5, 0.0, 0.1], [0.0, 0.5, 0.2], [-0.1, 0.0, -0.4], [0.0, -0.7, 0.7], [0.0, -0.3, -1.1]],
  "de_lowest_kcal_mol": 0.0,
  "e_lumo_ha": -0.0149,
  "energy_ev": -121606.570,
  "max_force_ha_per_bohr": 0.0713
}